Computed, not measured: 11 unconnected molecules or ions with the total composition C44H121N11O11 in a non-equilibrium geometry, with wB97M-V/def2-TZVPD.

The calculation puts the energy above the lowest of the compared OMol25 structures with the same formula, charge and spin at 94.64 kcal per mole. The calculation puts the strongest force on any atom at 2.484 eV/Å. The calculation puts the HOMO energy at -8.57 eV. As for the LUMO energy: 0.415 eV. For the HOMO-LUMO gap, the calculation gives 8.99 eV. The SMILES is COC[C@H](C)N.COC[C@H](C)N.COC[C@H](C)N.COC[C@H](C)N.COC[C@H](C)N.COC[C@H](C)N.COC[C@H](C)N.COC[C@H](C)N.COC[C@H](C)N.COC[C@H](C)N.COC[C@H](C)N. The calculation puts the total energy at -3178.6374 Eh.

Last column: Mulliken charge in e.
Positions of all 187 atoms, in Å:
C (-1.82421, 5.26213, 3.44225)  -0.647
O (-2.65809, 6.19413, 4.14672)  -0.416
C (-3.10180, 7.34753, 3.42454)  -0.254
C (-4.13078, 8.29145, 4.20915)  0.245
C (-5.10117, 7.45041, 5.11207)  -1.574
N (-4.90416, 9.04747, 3.19883)  0.562
H (-0.88505, 5.74877, 3.17907)  0.212
H (-2.29819, 4.94140, 2.51457)  0.271
H (-1.64745, 4.39072, 4.07272)  0.285
H (-2.23921, 7.95641, 3.15380)  -0.069
H (-3.50236, 6.97607, 2.48132)  0.303
H (-3.59011, 8.94459, 4.89412)  0.552
H (-5.68490, 6.78549, 4.47549)  0.327
H (-5.80381, 8.01529, 5.72470)  0.274
H (-4.48542, 6.86065, 5.79114)  0.498
H (-5.45770, 8.36469, 2.70134)  -0.123
H (-4.28104, 9.45083, 2.51391)  -0.234
C (-15.83614, 5.85227, -0.23059)  -0.763
O (-15.06972, 5.14518, 0.74021)  -0.422
C (-13.71220, 5.03629, 0.40832)  0.003
C (-12.88304, 4.71891, 1.69229)  0.344
C (-11.38378, 4.60813, 1.35776)  -0.829
N (-13.26530, 3.42339, 2.21114)  -0.742
H (-15.65566, 6.91219, -0.05145)  0.276
H (-16.85943, 5.56205, 0.00765)  0.301
H (-15.64843, 5.52444, -1.25303)  0.308
H (-13.62384, 4.16857, -0.24540)  0.217
H (-13.28134, 5.92899, -0.04506)  -0.013
H (-12.94207, 5.52318, 2.42562)  0.204
H (-10.77346, 4.29824, 2.20604)  0.365
H (-10.94446, 5.55082, 1.03152)  -0.189
H (-11.28561, 3.82224, 0.60887)  0.415
H (-14.27512, 3.44227, 2.20778)  0.340
H (-13.08548, 2.72021, 1.50878)  0.279
C (-6.10035, 12.90531, 1.62897)  -0.306
O (-6.26189, 13.59797, 2.93468)  -0.614
C (-6.16247, 12.78935, 4.11969)  -0.970
C (-7.38319, 11.91084, 4.33633)  3.419
C (-8.58997, 12.60921, 4.91948)  -1.062
N (-7.09741, 10.67225, 5.04653)  -0.284
H (-6.93497, 12.20910, 1.54656)  0.085
H (-5.17727, 12.33103, 1.55001)  -0.255
H (-6.17770, 13.58038, 0.77669)  0.547
H (-5.31179, 12.11996, 3.99182)  0.247
H (-5.88086, 13.29311, 5.04437)  0.412
H (-7.71480, 11.58011, 3.35208)  -2.124
H (-9.48254, 11.98675, 4.98246)  0.089
H (-8.82068, 13.49168, 4.32273)  -0.190
H (-8.40768, 12.77717, 5.98093)  0.547
H (-6.31345, 10.25382, 4.56652)  -0.344
H (-6.79931, 10.85835, 5.99342)  0.288
C (-10.64166, 16.01067, 0.48474)  -0.808
O (-10.11631, 16.16830, 1.83439)  -0.523
C (-8.70716, 16.09353, 1.94884)  -0.580
C (-8.37199, 16.30982, 3.46834)  1.091
C (-8.66149, 17.74722, 3.96636)  -1.598
N (-6.92945, 16.16101, 3.66778)  -0.791
H (-11.71819, 16.17209, 0.42882)  0.325
H (-10.56134, 15.02459, 0.02727)  0.177
H (-10.25018, 16.73108, -0.23349)  0.392
H (-8.32680, 15.10226, 1.70225)  -0.022
H (-8.13249, 16.75594, 1.30149)  0.487
H (-8.95155, 15.65103, 4.11503)  -0.107
H (-8.54404, 17.87861, 5.04202)  0.450
H (-9.71269, 17.94191, 3.75386)  0.330
H (-8.08032, 18.50916, 3.44696)  0.362
H (-6.57285, 15.24670, 3.42910)  0.480
H (-6.91042, 16.22026, 4.67586)  0.401
C (-9.77077, 11.59822, 0.95090)  -1.308
O (-8.75932, 10.58864, 1.05680)  0.592
C (-8.74363, 9.67897, -0.08432)  -0.645
C (-7.60458, 8.65369, 0.10371)  2.115
C (-6.95708, 8.27041, -1.18262)  -1.768
N (-8.04510, 7.50182, 0.86749)  -0.505
H (-9.67217, 12.35009, 0.16791)  0.400
H (-9.76284, 12.16455, 1.88220)  0.045
H (-10.77938, 11.18512, 0.93858)  0.489
H (-9.69600, 9.14883, -0.09016)  -0.338
H (-8.51106, 10.19437, -1.01619)  0.483
H (-6.79404, 9.09761, 0.68169)  -0.808
H (-7.71819, 7.90802, -1.87362)  0.196
H (-6.27499, 7.42099, -1.14610)  0.619
H (-6.42520, 9.12648, -1.59779)  0.020
H (-8.94904, 7.17098, 0.56166)  0.086
H (-8.21753, 7.84258, 1.80250)  0.226
C (-2.50985, 7.11432, -1.10694)  -1.101
O (-1.53625, 7.90445, -0.45225)  -0.025
C (-0.18979, 7.33252, -0.47482)  -1.146
C (0.69890, 8.15074, 0.48494)  1.097
C (2.18803, 7.87285, 0.50683)  -1.732
N (0.24129, 7.84810, 1.81896)  -0.488
H (-2.20164, 7.15815, -2.15154)  0.508
H (-3.54239, 7.44603, -0.99771)  0.070
H (-2.57368, 6.10137, -0.70950)  0.458
H (-0.17202, 6.28427, -0.17656)  0.452
H (0.15638, 7.28797, -1.50743)  0.469
H (0.46167, 9.21073, 0.39408)  -0.215
H (2.57094, 6.85260, 0.48320)  0.337
H (2.74014, 8.48539, 1.21961)  0.457
H (2.59849, 8.22343, -0.44013)  0.434
H (0.93972, 8.21143, 2.45164)  0.218
H (-0.67764, 8.23124, 1.98889)  -0.024
C (-5.37249, 12.00632, -2.21550)  -0.513
O (-4.25220, 11.97778, -1.31891)  -0.464
C (-3.93365, 10.78104, -0.56164)  0.261
C (-2.82415, 11.09220, 0.45671)  -0.232
C (-1.42307, 11.36371, -0.21892)  -1.558
N (-2.67747, 9.95754, 1.34366)  -0.070
H (-5.44162, 11.09158, -2.80420)  0.240
H (-5.31802, 12.90439, -2.83080)  0.295
H (-6.30892, 12.02159, -1.65786)  0.080
H (-4.79120, 10.46976, 0.03485)  -0.541
H (-3.61039, 10.09054, -1.34063)  0.832
H (-3.09796, 11.93841, 1.08684)  0.473
H (-0.63995, 11.40074, 0.53835)  0.465
H (-1.35227, 12.35914, -0.65733)  0.426
H (-1.25123, 10.58800, -0.96515)  0.224
H (-1.90416, 10.09366, 1.97893)  0.469
H (-2.40150, 9.12335, 0.84559)  -0.221
C (-8.37061, 7.10026, 7.37862)  -0.804
O (-8.84161, 8.05005, 6.43491)  -0.234
C (-9.71888, 7.54675, 5.41271)  -0.994
C (-10.04354, 8.68570, 4.36719)  0.986
C (-11.20537, 8.32591, 3.43197)  -1.617
N (-8.88065, 8.73174, 3.51245)  0.552
H (-7.38875, 7.51879, 7.59975)  0.242
H (-8.23096, 6.12241, 6.91775)  0.364
H (-8.99534, 6.99388, 8.26547)  0.265
H (-9.25612, 6.71834, 4.87634)  0.388
H (-10.66043, 7.20085, 5.83926)  0.439
H (-10.30149, 9.67861, 4.73554)  0.067
H (-11.44830, 9.10885, 2.71358)  0.229
H (-12.23233, 8.17386, 3.76414)  0.581
H (-11.04490, 7.39523, 2.88773)  0.222
H (-8.84636, 9.53376, 2.89951)  -0.484
H (-8.19412, 9.01623, 4.19644)  -0.270
C (-11.40213, 7.48180, -1.80255)  -1.007
O (-10.61498, 6.44184, -1.27959)  0.425
C (-10.56056, 5.21376, -2.01162)  -1.063
C (-9.74873, 5.36338, -3.30580)  0.727
C (-9.90437, 4.21293, -4.29772)  -1.763
N (-8.34449, 5.40268, -3.01633)  -0.272
H (-11.13982, 7.78544, -2.81601)  0.316
H (-11.36437, 8.32923, -1.11805)  0.155
H (-12.41505, 7.08627, -1.72737)  0.354
H (-10.03975, 4.41753, -1.47975)  0.310
H (-11.56983, 4.85644, -2.21605)  0.380
H (-9.96507, 6.27700, -3.85951)  0.045
H (-10.94095, 4.00922, -4.56624)  0.390
H (-9.52563, 3.28363, -3.87220)  0.397
H (-9.34088, 4.30391, -5.22633)  0.401
H (-8.21786, 5.79568, -2.09458)  -0.067
H (-7.97717, 4.50598, -2.73155)  0.358
C (-5.45566, 2.96781, -6.80683)  -0.724
O (-5.01868, 3.98578, -5.93592)  -0.366
C (-6.07629, 4.84098, -5.63814)  -0.563
C (-5.50991, 6.04668, -4.87781)  0.526
C (-4.75107, 5.65470, -3.63147)  -1.093
N (-6.51463, 6.97299, -4.52700)  -0.764
H (-4.72887, 2.16123, -6.90331)  0.268
H (-5.44769, 3.46726, -7.77564)  0.304
H (-6.39561, 2.49336, -6.52487)  0.269
H (-6.52036, 5.24542, -6.54771)  0.432
H (-6.89146, 4.37561, -5.08403)  0.091
H (-4.75260, 6.61423, -5.41862)  0.359
H (-5.39562, 5.29164, -2.83094)  0.188
H (-4.20396, 6.44035, -3.11039)  0.089
H (-3.98425, 4.89544, -3.78514)  0.446
H (-7.25058, 6.57032, -3.96457)  0.349
H (-6.11970, 7.65836, -3.89899)  0.183
C (-15.58309, 12.14895, 4.19545)  -0.758
O (-14.69941, 12.72634, 3.29275)  -0.280
C (-14.21038, 14.02958, 3.66841)  -0.924
C (-13.05836, 14.44485, 2.79541)  0.549
C (-11.91290, 13.45937, 2.78555)  -0.636
N (-12.54611, 15.73567, 3.21038)  -0.744
H (-15.51875, 11.08574, 3.96405)  0.232
H (-16.58529, 12.40827, 3.85419)  0.279
H (-15.26158, 12.27149, 5.22971)  0.334
H (-15.06296, 14.68702, 3.49819)  0.391
H (-13.85722, 14.03740, 4.69958)  0.415
H (-13.37951, 14.54318, 1.75845)  0.226
H (-11.55463, 13.09327, 3.74769)  0.213
H (-11.06306, 14.03637, 2.42093)  0.003
H (-12.17652, 12.65651, 2.09706)  0.263
H (-13.18675, 16.48468, 2.98979)  0.287
H (-11.66750, 15.95135, 2.76134)  0.451

Forces on the atoms, in the same order (eV/Å):
C -0.355 1.135 -0.003
O -0.209 -0.017 0.574
C 0.183 -0.382 0.715
C -0.593 -1.727 -0.304
C 0.887 0.134 -0.664
N 0.015 -0.087 1.091
H 0.215 -0.111 -0.024
H -0.197 -0.102 -0.164
H -0.122 0.223 0.107
H 0.183 0.197 0.044
H -0.615 0.217 -0.196
H 0.179 0.279 -0.355
H -0.029 -0.176 0.036
H 0.105 0.447 -0.269
H -0.093 -0.188 -0.084
H -0.345 -0.130 -0.116
H 0.380 0.215 -0.188
C -0.164 -0.652 1.096
O -0.074 0.228 -0.136
C 0.913 -0.195 1.272
C 1.265 -0.188 -1.252
C -0.180 0.191 -0.048
N -0.977 0.111 0.661
H -0.231 0.181 -0.535
H -0.137 0.456 -0.123
H 0.335 0.142 -0.107
H 0.433 -0.022 -0.478
H -0.270 0.269 -0.286
H -0.693 -0.139 0.192
H -0.385 -0.119 0.262
H -0.157 -0.084 -0.399
H 0.307 0.120 -0.315
H -0.467 -0.180 0.547
H 0.504 -0.165 -0.219
C -0.876 -0.360 1.590
O 0.516 -0.166 -0.850
C 0.460 -1.296 -0.996
C -0.955 -0.640 -0.588
C 0.041 -0.165 0.545
N 0.147 0.401 0.127
H 0.066 -0.199 -0.175
H 0.167 0.205 0.318
H 0.160 0.521 0.546
H 0.147 -0.336 -0.259
H -0.344 1.119 -0.291
H 0.198 -0.046 -0.359
H 0.052 -0.322 -0.584
H -0.005 0.250 0.439
H 0.163 0.851 0.083
H 0.364 -0.519 -0.102
H -0.021 0.040 0.315
C -0.077 0.303 0.092
O -0.482 0.001 -2.208
C 0.306 -0.490 1.825
C 0.747 1.580 -0.898
C -1.209 -0.310 -0.782
N -0.382 0.188 0.493
H -0.090 0.256 0.873
H 0.722 -0.398 0.446
H 0.537 0.152 0.242
H -0.224 -0.461 -0.118
H -0.333 0.626 0.046
H -0.326 -0.410 -0.374
H 0.240 -0.265 0.020
H -0.173 0.239 0.087
H 0.212 -0.224 -0.039
H -0.181 -0.158 -0.222
H 0.923 0.123 0.296
C -0.023 -0.170 1.160
O -0.371 0.235 -1.413
C 1.177 0.351 0.943
C -0.202 -0.136 0.943
C -0.296 -0.439 -1.230
N 0.387 -0.250 0.202
H 0.405 -0.346 -0.497
H 0.353 -0.066 0.127
H -0.065 -0.361 -0.407
H -0.079 0.064 -0.386
H -0.558 0.535 -0.095
H -0.182 0.452 0.379
H -0.157 0.343 -0.429
H 0.204 0.112 0.636
H -0.074 -0.010 -0.308
H -0.179 -0.142 -0.435
H -0.090 -0.302 0.614
C 0.583 -0.277 -0.422
O 0.739 -0.308 1.054
C -0.223 0.389 -0.344
C -0.907 -0.434 0.604
C 0.857 0.633 -2.244
N -0.190 -0.866 0.917
H -0.536 -0.627 -0.326
H 0.259 0.914 0.156
H 0.530 -0.320 -0.148
H -0.373 -0.075 0.512
H 0.170 0.549 -0.266
H 0.563 0.240 -1.146
H -0.699 -0.269 0.718
H -0.327 -0.217 0.416
H 0.045 0.295 -0.317
H -0.453 0.114 0.476
H 0.134 0.060 0.251
C 0.307 -0.893 1.185
O 0.180 0.582 0.281
C -0.278 1.637 -0.651
C 1.812 0.151 -0.979
C -1.189 0.746 0.247
N -0.530 -0.619 0.576
H 0.322 -0.005 -0.453
H 0.260 -0.207 0.049
H -0.220 0.223 0.274
H -0.305 -0.431 -0.264
H 0.004 -0.804 0.469
H -0.186 0.183 -0.270
H 0.011 -0.484 0.136
H -0.322 -0.069 -0.446
H 0.268 0.062 0.070
H 0.013 0.444 0.237
H -0.070 -0.168 -0.497
C 0.505 0.512 -0.918
O -0.874 -0.172 -0.755
C -0.712 1.555 0.222
C -1.028 -1.331 -0.852
C -1.228 -0.667 -0.391
N 1.182 0.339 0.546
H 0.039 -0.415 0.664
H 0.003 -0.174 -0.045
H -0.136 0.171 0.020
H 0.136 -0.026 -0.142
H -0.138 -0.102 0.284
H 0.237 -0.127 1.021
H 0.859 0.276 -0.330
H 0.072 -0.022 1.344
H 0.568 0.020 -0.230
H -0.640 0.284 -0.367
H 1.044 -0.129 0.066
C -0.808 -0.811 0.341
O 1.658 -0.722 0.543
C -0.433 0.687 -1.266
C -0.081 -0.765 -0.939
C -0.702 -0.732 0.054
N 1.151 0.170 1.588
H -0.012 -0.004 -0.025
H 0.307 -0.063 -0.098
H -0.524 0.428 -0.648
H -0.124 0.386 0.744
H -0.336 0.035 -0.063
H -0.352 0.217 0.255
H -0.111 0.164 -0.018
H -0.013 -0.134 0.345
H 0.033 0.597 0.095
H -0.046 1.248 0.265
H -0.142 -0.980 -0.804
C 0.893 0.216 -0.765
O 0.006 -1.054 0.700
C 0.453 1.750 0.002
C 1.262 -0.338 1.008
C 0.810 -1.257 1.273
N -1.434 1.795 -0.222
H 0.295 0.160 0.440
H -0.828 -0.455 -0.499
H -0.278 0.338 -0.023
H -0.167 -0.012 -0.374
H 0.077 -0.292 0.321
H -0.123 -0.390 -1.021
H -0.424 -0.352 -0.108
H -0.132 0.684 -0.562
H -0.063 -0.241 -0.256
H -0.099 -0.607 -0.172
H 0.224 0.395 -0.194
C 0.068 -1.109 -1.080
O 1.881 0.915 -0.352
C -0.857 -0.801 -0.517
C 0.389 0.228 -0.382
C 0.317 0.204 -0.333
N -0.364 0.430 0.878
H -0.018 -0.276 0.290
H -0.450 0.457 1.078
H -0.583 0.394 0.149
H 0.029 0.596 0.472
H -0.203 0.038 0.234
H -0.446 -0.413 -0.312
H -0.545 -0.162 0.218
H 0.176 -0.318 -0.439
H 0.311 -0.197 0.271
H -0.172 0.049 0.074
H 0.039 -0.075 0.166